Below is 2 unconnected molecules or ions with the total composition C28H22N3O8S2, with properties calculated with ωB97M-V/def2-TZVPD.

CARTESIAN COORDINATES (ANGSTROEM)
C1 -6.008 -1.100 -1.288
C2 -4.908 -0.702 -0.366
C3 -4.927 -1.115 0.958
C4 -3.914 -0.746 1.818
C5 -2.881 0.036 1.366
S1 -1.592 0.513 2.513
O1 -1.527 2.007 2.438
O2 -1.891 -0.281 3.748
N1 -0.204 -0.126 1.727
C6 0.058 -1.465 1.480
C7 -0.674 -2.629 1.714
C8 -0.141 -3.829 1.325
N2 -0.930 -5.035 1.519
O3 -0.443 -6.117 1.172
O4 -2.058 -4.920 2.012
C9 1.128 -3.904 0.726
C10 1.872 -2.779 0.506
C11 1.332 -1.539 0.879
C12 1.821 -0.208 0.791
N3 3.110 0.208 0.264
O5 4.057 -0.586 0.309
O6 3.206 1.346 -0.210
C13 0.862 0.622 1.326
C14 -2.845 0.457 0.061
C15 -3.856 0.091 -0.804
H1 -5.858 -0.700 -2.290
H2 -6.073 -2.184 -1.373
H3 -6.971 -0.735 -0.933
H4 -5.743 -1.724 1.309
H5 -3.923 -1.058 2.850
H6 -1.629 -2.597 2.206
H7 1.498 -4.874 0.436
H8 2.856 -2.816 0.068
H9 0.942 1.695 1.441
H10 -2.033 1.082 -0.271
H11 -3.836 0.425 -1.827
C16 1.856 8.820 6.927
C17 1.246 7.599 6.730
C18 1.706 6.757 5.737
C19 2.767 7.134 4.946
S2 3.353 6.077 3.625
C20 4.644 5.084 4.372
C21 5.262 4.087 3.662
C22 6.252 3.259 4.261
C23 6.871 2.270 3.545
C24 6.542 2.060 2.212
C25 5.575 2.843 1.597
C26 4.940 3.830 2.300
O7 2.259 5.084 3.303
O8 4.010 6.935 2.567
C27 3.378 8.346 5.152
C28 2.926 9.195 6.143
H12 1.483 9.492 7.682
H13 0.403 7.316 7.340
H14 1.226 5.810 5.560
H15 4.918 5.284 5.385
H16 6.483 3.401 5.302
H17 7.601 1.638 4.025
H18 7.054 1.295 1.652
H19 5.315 2.661 0.566
H20 4.175 4.425 1.833
H21 4.198 8.633 4.518
H22 3.394 10.155 6.291

Results
- Kohn-Sham gap (eV) = 2.7464
- HOMO energy (eV) = -2.1952
- charge = -1

Mulliken atomic charge list, values in e, 8 entries:
1. C -1.46
2. C 1.00
3. C -0.78
4. C -0.05
5. C 0.03
6. S 1.28
7. O -0.68
8. O -0.65

***

Below is a gas-phase ion, C5H14N2PS (charge +1), with properties calculated with ωB97M-V/def2-TZVPD.

CARTESIAN COORDINATES (ANGSTROEM)
C1 -0.036 1.075 -1.357
C2 1.117 2.393 1.299
C3 -0.692 -2.923 -0.904
C4 1.007 -1.179 0.645
C5 -0.190 2.554 0.538
N1 -0.400 1.281 -0.183
N2 -0.189 -0.315 -1.775
P1 -0.573 -1.196 -0.459
S1 -2.436 -0.871 0.365
H1 0.353 1.813 -2.033
H2 1.111 1.787 2.267
H3 2.048 2.085 0.706
H4 1.483 3.423 1.675
H5 -1.251 -2.988 -1.848
H6 -1.350 -3.538 -0.116
H7 0.287 -3.344 -0.809
H8 1.876 -0.575 0.211
H9 1.388 -2.228 0.686
H10 0.849 -0.772 1.689
H11 -0.119 3.443 -0.035
H12 -0.937 2.800 1.307
H13 -0.637 -0.638 -2.676
H14 -2.710 -2.087 0.806

Results
- Kohn-Sham gap (eV) = 11.1559
- HOMO energy (eV) = -13.9348
- ΔE to the lowest compared entry with this formula, charge and spin (eV) = 0.644
- charge = +1

Mulliken atomic charge list, values in e, 8 entries:
1. C -0.21
2. C -0.96
3. C -1.19
4. C -0.97
5. C -0.49
6. N -0.24
7. N -0.32
8. P 1.12

***

Below is a molecular structure, C4H20BO8Y, with properties calculated with ωB97M-V/def2-TZVPD.

CARTESIAN COORDINATES (ANGSTROEM)
Y1 8.316 -6.509 -5.567
B1 9.472 -5.075 -3.806
H1 8.975 -6.017 -3.633
H2 8.839 -4.561 -4.513
H3 9.665 -4.429 -2.964
H4 10.440 -5.190 -4.268
O1 7.465 -4.563 -6.770
C1 6.435 -5.006 -7.730
C2 6.319 -6.530 -8.084
O2 6.528 -7.444 -7.048
H5 6.574 -4.379 -8.610
H6 5.466 -4.612 -7.424
H7 7.023 -6.732 -8.891
H8 5.407 -6.697 -8.657
O3 5.744 -8.235 -1.846
C3 7.011 -8.667 -2.071
C4 7.408 -9.420 -3.449
O4 7.603 -8.609 -4.599
H9 7.170 -9.273 -1.180
H10 7.666 -7.796 -2.038
H11 6.750 -10.264 -3.655
H12 8.398 -9.866 -3.353
O5 9.347 -8.075 -7.324
H13 9.870 -7.886 -8.103
H14 9.564 -8.980 -7.102
O6 10.116 -5.528 -6.844
H15 11.060 -5.601 -6.980
H16 9.832 -4.871 -7.479
O7 6.539 -5.810 -4.213
H17 6.457 -4.877 -4.015
H18 6.046 -6.247 -3.518
O8 10.358 -7.652 -4.636
H19 10.867 -7.109 -4.034
H20 10.870 -8.455 -4.726

Results
- Kohn-Sham gap (eV) = 3.1469
- HOMO energy (eV) = 0.9782
- ΔE to the lowest compared entry with this formula, charge and spin (eV) = 3.067
- charge = -2

Mulliken atomic charge list, values in e, 8 entries:
1. Y 0.89
2. B 0.66
3. H -0.30
4. H -0.02
5. H -0.25
6. H -0.28
7. O -0.74
8. C -0.42

***

Below is C4H7NOS in the gas phase, with properties calculated with ωB97M-V/def2-TZVPD.

CARTESIAN COORDINATES (ANGSTROEM)
C1 -1.705 -0.688 -0.563
C2 1.321 0.238 0.708
C3 -0.012 -0.153 1.343
C4 0.752 0.254 -0.707
N1 -0.732 -0.080 0.054
O1 -1.797 -0.922 -1.734
S1 0.610 1.825 -1.548
H1 -2.488 -1.171 0.147
H2 1.642 1.299 0.908
H3 2.115 -0.462 0.989
H4 -0.153 -1.222 1.764
H5 -0.257 0.644 2.118
H6 0.985 -0.661 -1.245
H7 -0.282 1.100 -2.234

Results
- Kohn-Sham gap (eV) = 10.0575
- SMILES string = O=CN1CC[C@@H]1S
- HOMO energy (eV) = -9.2674
- ΔE to the lowest compared entry with this formula, charge and spin (eV) = 2.292

Mulliken atomic charge list, values in e, 8 entries:
1. C 0.02
2. C -0.59
3. C -0.43
4. C -0.16
5. N 0.04
6. O -0.54
7. S -0.21
8. H 0.30

***

Below is 2 unconnected molecules or ions with the total composition C23H46F3O5PS, with properties calculated with ωB97M-V/def2-TZVPD.

CARTESIAN COORDINATES (ANGSTROEM)
C1 3.746 -2.803 2.952
C2 3.368 -3.282 1.727
C3 2.448 -2.407 0.895
P1 3.058 -0.640 0.726
C4 1.591 0.067 1.718
C5 0.278 0.298 0.949
C6 -0.159 -0.848 0.016
S1 -1.400 -0.343 -1.224
C7 2.806 0.547 -0.707
C8 3.185 1.983 -0.194
C9 2.168 3.139 -0.411
C10 1.452 3.196 -1.768
C11 0.639 4.531 -1.819
C12 -0.592 4.596 -0.906
C13 -1.913 4.200 -1.614
C14 -3.133 4.432 -0.712
C15 -3.226 3.432 0.454
C16 -4.359 2.405 0.272
O1 -4.597 2.091 -1.081
C17 -5.375 0.918 -1.244
C18 4.697 -1.250 -0.122
C19 4.534 -2.223 -1.296
O2 4.903 -3.545 -0.957
C20 5.407 -1.822 -2.526
F1 6.604 -1.374 -2.207
F2 4.761 -0.980 -3.330
F3 5.625 -2.925 -3.265
H1 4.787 -2.535 3.124
H2 3.030 -2.633 3.753
H3 3.736 -4.242 1.383
H4 2.151 -2.875 -0.047
H5 1.508 -2.361 1.462
H6 3.909 -0.173 1.782
H7 1.912 1.041 2.109
H8 1.356 -0.506 2.619
H9 0.257 1.223 0.371
H10 -0.528 0.429 1.683
H11 -0.540 -1.695 0.585
H12 0.686 -1.212 -0.568
H13 -0.673 0.300 -2.166
H14 1.837 0.498 -1.202
H15 3.527 0.353 -1.494
H16 3.464 1.965 0.860
H17 4.095 2.288 -0.715
H18 2.759 4.059 -0.337
H19 1.487 3.163 0.439
H20 2.132 3.113 -2.614
H21 0.706 2.391 -1.768
H22 1.341 5.276 -1.430
H23 0.394 4.775 -2.854
H24 -0.756 5.623 -0.563
H25 -0.490 4.001 0.004
H26 -1.976 4.824 -2.508
H27 -1.862 3.140 -1.870
H28 -4.026 4.367 -1.335
H29 -3.127 5.451 -0.312
H30 -3.466 3.978 1.369
H31 -2.296 2.882 0.599
H32 -4.109 1.510 0.858
H33 -5.278 2.830 0.709
H34 -5.421 0.320 -0.331
H35 -4.998 0.333 -2.082
H36 -6.406 1.214 -1.479
H37 5.313 -1.769 0.623
H38 5.327 -0.418 -0.453
H39 3.507 -2.184 -1.683
H40 4.282 -4.127 -1.413
C21 -2.915 -3.233 0.823
O3 -4.192 -3.858 0.698
C22 -4.506 -4.668 1.713
O4 -3.820 -4.893 2.676
O5 -5.713 -5.182 1.473
C23 -6.183 -6.075 2.485
H41 -2.774 -2.606 -0.054
H42 -2.880 -2.605 1.713
H43 -2.121 -3.979 0.851
H44 -6.276 -5.560 3.439
H45 -5.520 -6.933 2.579
H46 -7.165 -6.421 2.173

Results
- Kohn-Sham gap (eV) = 7.7693
- SMILES string = C=CC[PH](CCCS)(CCCCCCCCCCOC)C[C@H](O)C(F)(F)F.COC(=O)OC
- HOMO energy (eV) = -7.7997

Mulliken atomic charge list, values in e, 8 entries:
1. C -0.70
2. C -0.47
3. C -1.01
4. P 0.55
5. C -1.59
6. C 0.50
7. C -0.10
8. S -0.11

***

Below is 9 unconnected molecules or ions with the total composition C33H70N2O11, with properties calculated with ωB97M-V/def2-TZVPD.

CARTESIAN COORDINATES (ANGSTROEM)
C1 1.958 -0.057 0.146
N1 0.595 0.134 -0.102
C2 0.417 1.104 -1.258
C3 0.003 -1.164 -0.701
C4 -0.305 0.641 1.008
C5 -1.782 0.747 0.886
O1 -2.315 1.131 2.124
H1 2.193 -0.781 0.882
H2 2.352 0.746 0.620
H3 2.504 -0.205 -0.697
H4 -0.583 1.418 -1.622
H5 1.018 0.921 -2.153
H6 0.836 2.109 -1.004
H7 0.568 -1.491 -1.639
H8 -1.167 -1.122 -0.899
H9 0.291 -1.885 0.096
H10 0.247 1.554 1.279
H11 0.036 -0.178 1.663
H12 -2.091 -0.232 0.672
H13 -2.041 1.467 0.265
H14 -2.057 2.211 2.115
N2 -1.210 4.180 0.651
O2 -1.762 4.034 -0.493
O3 -1.775 3.917 1.771
O4 -0.003 4.251 0.601
C6 -1.719 -2.248 4.538
C7 -0.606 -1.226 4.817
C8 0.579 -1.794 3.957
O5 -0.013 -2.460 2.913
C9 -1.111 -3.183 3.476
H15 -2.718 -1.927 4.167
H16 -1.892 -2.976 5.409
H17 -0.134 -1.088 5.856
H18 -0.807 -0.233 4.292
H19 1.189 -2.606 4.473
H20 1.136 -1.046 3.596
H21 -0.742 -4.136 3.941
H22 -1.627 -3.540 2.701
C10 1.530 0.323 -5.527
C11 0.119 0.896 -5.310
C12 -0.685 -0.440 -4.929
O6 0.295 -1.092 -4.185
C13 1.553 -1.021 -4.738
H23 2.243 1.212 -5.048
H24 1.818 0.148 -6.562
H25 -0.424 1.119 -6.327
H26 0.019 1.424 -4.324
H27 -1.081 -1.033 -5.802
H28 -1.673 -0.315 -4.292
H29 1.742 -1.982 -5.312
H30 2.340 -0.961 -3.967
C14 4.565 4.513 -2.014
C15 4.748 3.610 -3.210
C16 3.631 2.539 -2.968
O7 3.527 2.648 -1.561
C17 3.304 4.020 -1.244
H31 4.388 5.654 -2.358
H32 5.578 4.511 -1.475
H33 5.532 2.945 -3.033
H34 4.921 4.276 -4.007
H35 3.868 1.595 -3.287
H36 2.823 2.947 -3.581
H37 3.388 4.318 -0.247
H38 2.107 4.387 -1.613
C18 3.274 3.164 2.819
C19 4.440 2.404 2.257
C20 4.392 1.139 3.035
O8 3.040 0.887 3.369
C21 2.481 2.139 3.717
H39 2.478 3.439 1.925
H40 3.514 3.824 3.513
H41 5.238 2.983 2.517
H42 4.394 1.964 1.372
H43 5.179 1.301 3.852
H44 4.848 0.507 2.263
H45 2.700 2.267 4.733
H46 1.382 2.203 3.632
C22 -7.377 -1.571 2.234
C23 -6.331 -1.041 1.335
C24 -5.187 -0.871 2.328
O9 -5.390 -1.844 3.274
C25 -6.688 -2.470 3.216
H47 -8.121 -2.207 1.671
H48 -7.910 -0.788 2.829
H49 -6.589 -0.119 0.814
H50 -6.069 -1.960 0.500
H51 -5.171 0.126 2.944
H52 -4.289 -1.011 1.837
H53 -7.065 -2.411 4.058
H54 -6.589 -3.506 2.909
C26 -5.011 -0.851 -2.984
C27 -4.691 0.561 -3.430
C28 -3.617 1.039 -2.486
O10 -2.981 -0.130 -2.182
C29 -3.843 -1.192 -1.984
H55 -4.915 -1.627 -3.884
H56 -6.020 -1.156 -2.631
H57 -5.516 1.216 -3.259
H58 -4.399 0.679 -4.517
H59 -3.933 1.441 -1.729
H60 -3.017 1.890 -2.645
H61 -4.092 -1.406 -0.944
H62 -3.506 -2.144 -2.193
C30 2.774 -4.235 -0.296
C31 2.506 -3.854 1.104
C32 3.843 -3.147 1.515
O11 4.220 -2.530 0.264
C33 3.921 -3.391 -0.837
H63 1.870 -4.335 -0.872
H64 3.264 -5.176 -0.491
H65 2.323 -4.842 1.667
H66 1.666 -3.183 1.023
H67 4.453 -3.965 1.559
H68 3.825 -2.509 2.518
H69 4.833 -4.061 -1.049
H70 3.812 -2.869 -1.620

Results
- Kohn-Sham gap (eV) = 8.4473
- HOMO energy (eV) = -8.0625
- ΔE to the lowest compared entry with this formula, charge and spin (eV) = 0.926

Mulliken atomic charge list, values in e, 8 entries:
1. C -2.04
2. N 2.18
3. C 0.19
4. C 0.31
5. C 0.87
6. C -2.02
7. O -0.59
8. H -0.07

***

Below is a molecular structure, C40H39Cl2FI2N5O4SSc, with properties calculated with ωB97M-V/def2-TZVPD.

CARTESIAN COORDINATES (ANGSTROEM)
Sc1 0.797 -0.035 1.855
F1 1.567 4.962 -2.371
C1 1.063 3.724 -2.562
C2 1.432 2.717 -1.729
C3 0.918 1.431 -1.920
C4 1.168 0.402 -0.930
O1 1.786 0.683 0.129
C5 0.662 -0.893 -1.251
C6 -0.031 -1.091 -2.393
N1 -0.345 -0.109 -3.268
C7 -1.079 -0.467 -4.463
C8 -2.441 0.101 -4.738
C9 -2.291 -1.329 -4.321
C10 0.110 1.172 -3.036
C11 -0.274 2.234 -3.862
C12 0.134 3.526 -3.596
N2 -0.372 4.624 -4.311
C13 -1.173 4.368 -5.489
C14 -2.596 3.858 -5.111
N3 -2.794 4.099 -3.651
C15 -2.460 5.517 -3.311
C16 -0.933 5.716 -3.512
C17 0.880 -2.082 -0.341
O2 0.969 -3.192 -0.850
O3 0.998 -1.803 0.901
H1 2.094 2.904 -0.894
H2 -0.387 -2.082 -2.638
H3 -0.438 -0.635 -5.321
H4 -2.683 0.320 -5.772
H5 -2.869 0.774 -4.002
H6 -2.456 -2.119 -5.040
H7 -2.599 -1.566 -3.308
H8 -0.883 2.020 -4.727
H9 -0.669 3.654 -6.136
H10 -1.257 5.311 -6.029
H11 -2.726 2.796 -5.299
H12 -3.364 4.402 -5.657
H13 -2.193 3.459 -3.108
H14 -3.742 3.863 -3.364
H15 -2.753 5.718 -2.285
H16 -3.039 6.155 -3.976
H17 -0.439 5.754 -2.549
H18 -0.751 6.664 -4.018
C18 2.183 -6.839 2.465
C19 0.912 -6.143 2.976
C20 0.108 -7.117 3.850
C21 0.059 -5.747 1.769
C22 1.312 -4.927 3.813
C23 2.079 -5.109 4.982
C24 2.473 -4.049 5.775
C25 2.114 -2.765 5.379
S1 2.484 -1.236 6.112
C26 1.664 -0.416 4.796
N4 1.155 -1.221 3.910
C27 1.379 -2.554 4.216
C28 0.955 -3.641 3.449
C29 1.639 1.048 4.688
C30 2.003 1.822 5.796
C31 2.051 3.197 5.691
C32 1.743 3.781 4.467
C33 1.379 2.991 3.383
C34 1.295 1.593 3.425
H19 1.919 -7.726 1.882
H20 2.832 -7.147 3.287
H21 2.751 -6.164 1.821
H22 -0.238 -7.960 3.245
H23 -0.764 -6.616 4.277
H24 0.709 -7.513 4.671
H25 -0.209 -6.642 1.202
H26 0.601 -5.079 1.091
H27 -0.866 -5.255 2.079
H28 2.373 -6.109 5.279
H29 3.061 -4.210 6.670
H30 0.382 -3.433 2.555
H31 2.253 1.344 6.739
H32 2.330 3.806 6.542
H33 1.794 4.858 4.354
H34 1.153 3.505 2.456
O4 3.405 -0.097 2.253
H35 3.751 0.102 3.128
H36 3.685 0.619 1.672
Cl1 -2.619 -1.669 -0.453
C35 -2.696 0.061 -0.636
C36 -3.647 0.601 -1.465
C37 -3.741 1.988 -1.661
C38 -2.838 2.807 -0.973
C39 -1.879 2.270 -0.146
Cl2 -0.792 3.355 0.667
C40 -1.761 0.843 0.186
N5 -0.997 0.354 1.106
H37 -4.345 -0.065 -1.962
H38 -4.579 2.397 -2.219
H39 -2.923 3.894 -1.002
I1 3.802 -3.408 1.350
I2 4.566 -1.904 -0.688

Results
- Kohn-Sham gap (eV) = 5.4443
- HOMO energy (eV) = -6.0420
- ΔE to the lowest compared entry with this formula, charge and spin (eV) = 0.365

Mulliken atomic charge list, values in e, 8 entries:
1. Sc -0.28
2. F -0.44
3. C 0.25
4. C -0.62
5. C 0.87
6. C 1.07
7. O -1.04
8. C 0.70

***

Below is C13H17N in the gas phase, with properties calculated with ωB97M-V/def2-TZVPD.

CARTESIAN COORDINATES (ANGSTROEM)
C1 -1.972 -1.881 -0.414
C2 -2.349 -0.426 -1.183
C3 -1.289 1.072 0.282
C4 -0.559 2.258 -0.221
C5 0.846 2.127 0.380
C6 1.497 0.800 -0.008
C7 2.890 0.858 -0.433
C8 3.614 -0.222 -0.478
C9 3.036 -1.440 -0.134
C10 1.525 -1.568 0.018
C11 0.817 -0.412 0.244
C12 -0.514 -0.116 0.932
C13 -1.286 -1.334 0.944
H1 -2.760 -2.620 -0.248
H2 -1.272 -2.391 -1.165
H3 -3.336 -0.398 -1.888
H4 -1.344 -0.426 -1.650
H5 -3.264 0.674 0.214
H6 -1.834 1.396 1.219
H7 -1.074 3.271 -0.108
H8 -0.778 2.039 -1.303
H9 1.541 2.814 -0.002
H10 0.712 2.204 1.466
H11 3.362 1.827 -0.483
H12 4.670 -0.398 -1.009
H13 3.646 -2.344 -0.032
H14 1.191 -2.497 0.231
H15 -0.249 -0.002 2.152
H16 -2.249 -1.335 1.692
H17 -0.669 -2.288 1.446
N1 -2.549 0.757 -0.459

Results
- Kohn-Sham gap (eV) = 9.1273
- SMILES string = c1ccc2c(c1)CC[C@H]1NCCC[C@@H]21
- HOMO energy (eV) = -8.4181
- ΔE to the lowest compared entry with this formula, charge and spin (eV) = 4.916

Mulliken atomic charge list, values in e, 8 entries:
1. C -0.70
2. C -0.62
3. C -0.38
4. C -0.73
5. C -1.15
6. C 0.57
7. C -1.00
8. C -0.39

***

Below is C5H10N2O in the gas phase, with properties calculated with ωB97M-V/def2-TZVPD.

CARTESIAN COORDINATES (ANGSTROEM)
C1 -1.588 -0.324 0.786
C2 2.815 0.141 -0.511
C3 -2.574 0.149 -0.275
N1 0.600 0.641 0.460
C4 1.937 1.015 0.344
C5 -0.004 -0.497 0.071
N2 0.293 -1.366 -0.771
O1 2.292 2.059 0.841
H1 -0.418 0.826 1.052
H2 -0.397 -2.071 -0.991
H3 -1.751 0.213 1.733
H4 -1.794 -1.355 1.079
H5 3.811 0.575 -0.547
H6 2.400 0.055 -1.515
H7 2.843 -0.872 -0.111
H8 -2.365 1.183 -0.556
H9 -3.600 0.086 0.088
H10 -2.501 -0.459 -1.179

Results
- Kohn-Sham gap (eV) = 10.3820
- SMILES string = [H]/N=C(\CC)NC(C)=O
- HOMO energy (eV) = -9.6181
- ΔE to the lowest compared entry with this formula, charge and spin (eV) = 2.521

Mulliken atomic charge list, values in e, 8 entries:
1. C -0.86
2. C -0.99
3. C -0.95
4. N -0.13
5. C 0.57
6. C 0.41
7. N -0.64
8. O -0.60

***

- What is the HOMO energy in the ninth record?
  -9.6181 eV

***

- The highest HOMO energy belongs to which entry?
  C4H20BO8Y